# 1
An isolated molecule of C4H4N2. Source: the OMol25 dataset; level of theory: the ωB97M-V functional and the def2-TZVPD basis.

```
10
Properties=species:S:1:pos:R:3:forces:R:3
N 0.649450 -0.340307 1.382994 2.4 -1.8 0.2
N 0.255565 0.571814 0.473064 -1.1 0.9 -3.3
C 1.590547 1.477513 -0.258322 -0.9 -0.7 0.1
C 0.829045 1.411226 -1.286709 0.2 -0.3 1.2
C -0.381161 0.863071 -1.718650 0.1 -0.1 1.0
C -0.753743 0.184278 -0.582660 3.0 1.6 0.7
H 1.560924 -0.908950 1.172347 -2.4 1.0 -0.3
H 0.952581 0.189814 2.177173 0.0 0.4 0.7
H -0.906161 1.225161 -2.566998 -0.7 -0.3 -0.4
H -1.659091 -0.266751 -0.271784 -0.6 -0.6 0.2
```
Forces are in eV/Å.

## Properties
- HOMO: -9.071 eV
- LUMO level: -0.028 Ha


# 2
An isolated molecule of C4H4N2. Source: the OMol25 dataset; level of theory: the ωB97M-V functional and the def2-TZVPD basis.

```
10
Properties=species:S:1:pos:R:3:forces:R:3
C -0.797855 -0.732295 -0.827532 -0.1 0.0 0.1
C 0.966854 2.094446 -0.250942 0.1 -0.4 0.1
N 1.138513 0.990687 0.187225 -0.1 0.1 -0.1
N 1.375196 -0.179342 0.474100 -0.1 0.5 -0.1
C 0.266114 -1.090761 0.151844 0.0 -0.3 0.0
C -1.154560 -0.739441 0.419562 0.0 0.0 -0.2
H -1.037889 -0.563740 -1.866774 0.0 0.0 0.2
H 0.529056 2.928707 0.279766 0.0 -0.1 0.0
H 0.629512 -2.112901 0.259691 -0.1 0.2 0.0
H -1.914941 -0.595359 1.173061 0.1 0.0 -0.1
```
Forces are in eV/Å.

## Properties
- HOMO: -8.476 eV
- LUMO level: 0.041 Ha


# 3
An isolated molecule of C4H4N2. Source: the OMol25 dataset; level of theory: the ωB97M-V functional and the def2-TZVPD basis.

```
10
Properties=species:S:1:pos:R:3:forces:R:3
C 0.330893 0.309872 0.949655 0.7 -0.4 0.0
C -0.352175 -0.261073 -0.319608 0.1 -0.1 -0.1
C -1.440930 0.512059 -0.928710 -0.4 0.6 -0.6
N -2.358001 1.080218 -1.346247 1.0 -0.6 0.5
C 0.890471 -0.654773 -1.016925 0.9 -0.6 0.5
N 1.922625 -1.069681 -0.678970 -0.3 0.1 -2.0
H 1.107044 -0.578090 1.084825 -2.3 1.6 1.9
H -0.425749 0.853456 1.567477 0.8 -1.4 0.5
H 1.100656 1.046985 0.746461 -0.3 0.5 -0.7
H -0.774834 -1.238973 -0.057956 -0.2 0.3 0.1
```
Forces are in eV/Å.

## Properties
- HOMO: -12.082 eV
- LUMO level: -0.001 Ha


# 4
An isolated molecule of C4H4N2. Source: the OMol25 dataset; level of theory: the ωB97M-V functional and the def2-TZVPD basis.

```
10
Properties=species:S:1:pos:R:3:forces:R:3
C 2.183502 -0.300197 0.179040 -0.5 0.1 0.0
C 1.010095 -0.035245 0.199197 0.6 -0.1 0.1
C -0.436468 0.256197 0.297425 0.0 0.1 0.1
N -1.330764 -0.855874 -0.005668 0.1 -0.1 0.0
C -0.766343 1.425448 -0.545734 -0.2 0.8 -0.6
N -0.998935 2.356372 -1.189293 0.2 -0.9 0.6
H 3.226689 -0.529774 0.160723 -0.2 0.0 0.0
H -0.644387 0.565387 1.329557 0.1 0.0 -0.1
H -1.183420 -1.179097 -0.955846 0.0 0.1 0.0
H -1.086078 -1.631868 0.600553 -0.1 0.0 0.0
```
Forces are in eV/Å.

## Properties
- HOMO: -10.495 eV
- LUMO level: 0.024 Ha


# 5
A 2-piece molecular cluster, C4H4N2O overall. Source: the OMol25 dataset; level of theory: the ωB97M-V functional and the def2-TZVPD basis.

```
11
Properties=species:S:1:pos:R:3:forces:R:3
O -1.854643 1.508085 -0.133865 0.5 -0.4 0.0
C -0.885839 0.804796 -0.191952 -0.4 0.3 0.0
C -0.266352 -0.127247 0.717203 0.4 -0.3 -0.1
C 0.709726 -0.892900 0.661263 -0.4 0.4 -0.1
N 1.463268 -0.911370 -0.466885 0.0 0.0 0.0
C 1.004811 -0.039088 -1.442157 -0.1 0.1 0.1
N -0.017722 0.726170 -1.340987 0.2 -0.2 0.0
H 2.270504 -1.498270 -0.621474 -0.1 0.1 0.0
H 1.586368 -0.027794 -2.361612 -0.1 0.0 0.1
H -1.764501 0.218396 2.873853 0.0 0.0 0.0
H -2.245620 0.239221 2.306613 0.0 0.0 0.0
```
Forces are in eV/Å.

## Properties
- HOMO: -9.998 eV
- LUMO level: -0.027 Ha


# 6
An isolated molecule of C4H4N2O. Source: the OMol25 dataset; level of theory: the ωB97M-V functional and the def2-TZVPD basis.

```
11
Properties=species:S:1:pos:R:3:forces:R:3
H -2.922134 0.322532 0.390864 -0.1 0.0 0.1
N -2.121750 0.944585 0.490087 0.0 -0.3 0.0
C -1.047770 0.320066 0.262143 -0.2 0.1 0.1
C 0.228179 0.995891 0.141701 0.0 0.0 -0.3
C 1.293079 0.287382 -0.223174 -0.4 0.1 -0.5
C 1.214904 -1.164180 -0.119294 -0.3 -0.1 -0.2
N 0.096059 -1.788797 -0.079186 0.5 0.1 0.2
O -1.051604 -1.009164 -0.123633 -0.3 0.1 0.2
H 0.239535 2.077724 0.123445 -0.2 -0.1 -0.1
H 1.990493 0.834097 -0.829388 1.2 -0.2 0.5
H 2.081009 -1.820135 -0.033562 -0.1 0.3 -0.2
```
Forces are in eV/Å.

## Properties
- HOMO: -9.394 eV
- LUMO level: -0.006 Ha


# 7
An isolated molecule of C4H4N2O. Source: the OMol25 dataset; level of theory: the ωB97M-V functional and the def2-TZVPD basis.

```
11
Properties=species:S:1:pos:R:3:forces:R:3
O 1.005721 2.023685 -1.528683 0.0 -0.4 0.2
C 1.114024 0.846073 -1.252469 -0.2 0.2 -0.1
C 0.256658 0.135871 -0.311461 -0.1 -0.3 -0.3
C 0.057860 -1.213384 -0.166664 0.4 -0.4 -0.4
N -0.967376 -1.502974 0.696031 1.6 0.2 1.1
C -1.166292 -0.358508 1.276332 -0.4 0.4 0.2
N -0.583694 0.731256 0.617693 -0.1 -0.4 -0.2
H 1.876310 0.200390 -1.733237 -0.1 0.1 0.0
H 0.741178 -2.032555 -0.283145 0.1 -0.2 -1.3
H -1.224948 -0.406394 2.358150 -1.6 0.8 0.0
H -1.122797 1.557939 0.349271 0.5 0.0 0.7
```
Forces are in eV/Å.

## Properties
- HOMO: -9.256 eV
- LUMO level: -0.002 Ha


# 8
An isolated molecule of C4H4N2O. Source: the OMol25 dataset; level of theory: the ωB97M-V functional and the def2-TZVPD basis.

```
11
Properties=species:S:1:pos:R:3:forces:R:3
O 2.429341 -1.183829 -0.020045 -0.3 0.3 0.0
C 1.271150 -0.802855 -0.017493 -0.1 0.2 0.0
C 0.923967 0.645334 0.056794 -0.5 0.1 0.1
C -0.436089 0.962807 0.003042 0.4 -0.8 0.0
N -1.455560 0.064917 -0.079313 -0.2 -0.1 -0.3
C -1.038469 -1.208947 -0.050598 -0.1 0.1 -0.2
N 0.189021 -1.679849 -0.057192 0.0 0.4 0.1
H 1.741034 1.364789 0.065201 -0.3 -0.1 0.1
H -0.651267 2.044475 -0.367667 0.1 -0.4 -0.8
H -1.129444 1.738544 0.541104 0.9 0.1 0.9
H -1.849772 -1.938813 -0.073732 0.2 0.1 0.1
```
Forces are in eV/Å.

## Properties
- HOMO (spin up / spin down): -9.015 / -9.015 eV
- LUMO level (spin up / spin down): -0.065 / -0.065 Ha


# 9
C4H4N2O as an isolated structure. Source: the OMol25 dataset; level of theory: the ωB97M-V functional and the def2-TZVPD basis.

```
11
Properties=species:S:1:pos:R:3:forces:R:3
C 0.852203 -1.052139 0.073334 -0.8 -0.3 0.3
C 1.993848 -0.285413 0.070218 -2.3 -3.0 -0.1
C 0.376893 1.107574 0.059601 -3.6 1.7 0.1
C -0.217364 -0.108915 0.124812 -2.3 -0.7 -0.7
N -2.635727 0.630449 0.094638 -1.7 0.6 -0.4
N -2.152372 -0.454014 -0.050906 3.8 0.8 0.3
O 1.690037 0.993461 0.041885 1.5 1.6 0.1
H 0.660455 -2.136444 0.063373 0.7 0.7 0.1
H 2.939952 -0.710161 0.111536 1.9 0.4 -0.1
H -0.134751 2.116821 0.017176 1.2 -1.4 0.1
H -3.705177 0.596637 -0.078784 1.5 -0.4 0.4
```
Forces are in eV/Å.

## Properties
- HOMO: -8.815 eV
- LUMO level: 0.034 Ha


# 10
An isolated molecule of C4H4N2O. Source: the OMol25 dataset; level of theory: the ωB97M-V functional and the def2-TZVPD basis.

```
11
Properties=species:S:1:pos:R:3:forces:R:3
O -2.512076 -0.177301 0.088805 4.6 -1.6 -1.2
C -1.100814 0.000694 -0.183856 1.9 0.4 0.9
C -0.197780 -1.241626 -0.168081 -10.0 1.8 0.2
N 0.999238 -1.214415 -0.128555 5.7 -2.6 0.5
C 1.660032 -0.091292 0.013600 2.6 2.1 0.7
C 0.961014 1.074588 -0.066225 -0.3 2.3 0.9
N -0.479009 1.197279 -0.245891 0.9 -2.5 0.9
H -2.877525 0.669786 0.050803 -1.1 2.4 -0.1
H -0.850693 -2.079198 0.018043 0.4 -1.1 -0.5
H 2.813281 -0.152350 0.359538 -2.9 0.3 -1.2
H 1.584330 2.013832 0.261820 -1.8 -1.4 -1.2
```
Forces are in eV/Å.

## Properties
- HOMO: -9.521 eV
- LUMO level: 0.019 Ha


| no. | E_tot (eV) | maximum force (eV/A) |
| --- | --- | --- |
| 1 | -7185.3753 | 3.6 |
| 2 | -7187.3171 | 0.5 |
| 3 | -7190.2661 | 3.4 |
| 4 | -7190.3809 | 1.1 |
| 5 | -9235.8455 | 0.6 |
| 6 | -9237.6810 | 1.4 |
| 7 | -9238.7103 | 2.0 |
| 8 | -9236.1132 | 1.3 |
| 9 | -9235.8861 | 4.0 |
| 10 | -9238.2220 | 10.2 |